Entry w
Formula: H4O2
Source: the OMol25 dataset
Level of theory: the ωB97M-V functional and the def2-TZVPD basis

Structure (XYZ):
```
6
Properties=species:S:1:pos:R:3
O 0.25573 -1.60755 -0.36107
H 0.77256 -1.66129 0.44282
H 0.00065 -0.68693 -0.42127
O -0.46934 0.96719 -0.00133
H -0.07590 1.20319 0.83875
H -0.48372 1.78538 -0.49790
```

Molar mass, g/mol: 36.030
SMILES: O.O
Total charge: 0
HOMO-LUMO gap, Eh: 0.415
HOMO level, eV: -10.74

Need the Mulliken charges? In units of e they are: O -0.65; H 0.28; H 0.42; O -0.68; H 0.32; H 0.32

Entry x
Formula: H4O2
Source: the OMol25 dataset
Level of theory: the ωB97M-V functional and the def2-TZVPD basis

Structure (XYZ):
```
6
Properties=species:S:1:pos:R:3
O -1.11689 -0.19769 -0.22595
H -1.38008 0.71931 -0.16622
H -1.16570 -0.56423 0.67228
O 1.59872 -0.19812 -0.15316
H 1.38128 0.67407 0.19091
H 0.68266 -0.43333 -0.31786
```

Molar mass, g/mol: 36.030
SMILES: O.O
Total charge: 0
HOMO-LUMO gap, Eh: 0.423
HOMO level, eV: -10.99

Need the Mulliken charges? In units of e they are: O -0.72; H 0.33; H 0.36; O -0.65; H 0.28; H 0.40

Least stable: entry x